Below is 9 unconnected molecules or ions with the total composition C55H55BrN8O3, with properties calculated with ωB97M-V/def2-TZVPD.

Results
SMILES string ... CC[C@@H](Br)C1=C(Cc2ccc(C)cc2)C(=O)OC1=O.c1ccncc1.c1ccncc1.c1ccncc1.c1ccncc1.c1ccncc1.c1ccncc1.c1ccncc1.c1ccncc1
Energy ... -5366.04896 Ha
Charge ... 0
HOMO-LUMO gap ... 6.55 eV
HOMO level ... -8.2 eV
LUMO energy ... -1.68 eV

XYZ file:
```
122
Properties=species:S:1:pos:R:3:lowdin_charge:R:1
H 8.81 -2.55 -0.97 0.0971
H -0.40 2.73 1.11 0.0608
C -6.96 1.42 0.64 -0.0963
H 7.27 3.03 1.76 0.0831
C -11.69 -0.65 1.21 -0.1502
N 6.98 2.53 -7.83 0.0416
C 7.15 -10.24 -1.16 -0.1607
H 6.88 -13.39 -2.36 0.1038
H 4.95 -5.17 0.31 0.1047
C 7.11 -11.26 -2.10 -0.0780
H -9.71 5.31 8.00 0.1012
H -11.66 -1.57 1.78 0.1012
H -1.08 1.58 -0.34 0.0887
N -5.68 3.53 3.82 0.0549
N 7.00 -10.44 0.17 0.0606
C 2.25 2.54 0.18 -0.1308
H -2.30 4.52 0.22 0.1143
O -0.01 4.80 -4.16 0.0212
H 8.50 -0.60 1.38 0.0866
O 3.66 1.94 -3.15 0.0001
H 9.18 1.16 1.33 0.0791
C 6.96 0.91 0.55 -0.1817
H 4.68 2.26 -4.71 0.0578
O 1.83 3.14 -3.98 0.0416
C -10.57 0.77 -0.21 -0.1573
C 7.43 2.06 -6.65 -0.1622
H 5.34 3.29 -8.82 0.0968
H -0.78 5.53 -1.70 0.1153
H -5.85 -1.50 1.93 0.1032
C 7.12 -3.88 -4.12 -0.0694
C -7.26 3.16 6.10 -0.0816
C 5.68 2.91 -7.87 -0.1606
C 0.80 4.04 -3.42 -0.1926
H -2.23 2.26 1.07 0.0910
C -7.20 2.18 5.12 -0.0739
H 3.73 -9.03 -1.15 0.1039
H -13.67 -0.10 1.83 0.1010
H -7.87 3.02 6.98 0.1009
H 7.30 -9.21 -1.46 0.0936
H 3.63 -7.26 0.62 0.1057
H -9.63 9.44 5.38 0.1020
C 4.93 2.89 1.06 -0.0248
H -5.77 2.63 -0.69 0.1013
C 9.13 -3.56 -2.85 -0.0665
C -5.82 1.73 -0.10 -0.0688
H 6.59 -4.24 -5.00 0.1092
C -10.85 7.05 7.46 -0.0763
C -6.40 2.40 4.01 -0.1487
H 2.14 3.43 0.97 0.0906
H -7.76 1.26 5.22 0.0994
H -11.68 8.90 6.71 0.1054
C -6.99 0.24 1.38 -0.1063
N 5.82 -6.76 -2.55 0.0670
H -7.86 -0.03 1.97 0.1003
H 7.07 1.54 -4.59 0.1006
C 2.55 2.60 -2.80 -0.1572
H 4.61 3.93 1.53 0.0897
C 6.91 -12.56 -1.65 -0.0831
H 6.33 -4.93 -1.76 0.0594
C -5.76 4.47 4.78 -0.1543
H 3.53 -0.18 -0.91 0.0986
H 6.60 -13.80 0.09 0.0995
C 5.85 -0.02 -0.25 -0.0088
C 6.50 2.35 1.20 -0.0374
C 6.80 -11.72 0.57 -0.1535
H -11.58 2.56 -0.84 0.1018
C 4.97 -5.95 -0.44 -0.0596
C 6.43 -3.24 -3.10 -0.1782
H 1.56 1.67 0.61 0.1277
H -6.32 1.66 3.22 0.0688
C -12.80 0.17 1.24 -0.0787
C -10.82 8.23 6.71 -0.0793
C -9.73 6.23 7.43 -0.1424
C 4.83 2.84 -6.78 -0.0712
H -13.63 2.02 0.49 0.1051
Br 0.39 5.76 0.61 0.6222
H 9.05 0.20 -0.34 0.0753
H -11.72 6.78 8.05 0.1016
N 7.02 -2.76 -1.98 0.0290
C -11.64 1.66 -0.25 -0.0754
N -10.57 -0.38 0.50 0.0564
C 6.65 1.94 -5.51 -0.0711
C 8.36 -2.94 -1.88 -0.1441
N -8.62 6.50 6.72 0.0535
C 8.53 0.38 0.70 -0.1309
C -1.66 3.81 -0.49 -0.2714
H 5.36 -3.09 -3.15 0.1159
H 10.20 -3.66 -2.72 0.1029
C -4.76 0.84 -0.07 -0.1596
C 5.32 2.34 -5.58 -0.0684
H 6.68 -11.85 1.64 0.1001
C 4.31 0.53 -0.33 -0.0259
H -5.17 5.36 4.60 0.0978
H 7.23 -11.05 -3.16 0.1019
H 9.06 -4.53 -4.77 0.1083
H -2.38 3.58 -1.41 0.1272
C -0.35 4.71 -0.95 -0.5934
H 3.79 3.16 -6.87 0.0998
C -8.62 7.65 6.01 -0.1405
C -6.52 4.33 5.93 -0.0931
H -6.54 5.12 6.67 0.0811
C 5.09 -7.89 -2.36 -0.1775
C 4.24 -7.12 -0.27 -0.0734
H -9.66 0.96 -0.78 0.0951
C 8.49 -4.04 -3.99 -0.0645
C -1.29 2.48 0.38 -0.1387
C 0.78 3.88 -1.79 -0.0451
C 1.88 2.98 -1.36 0.0215
H -7.71 7.84 5.44 0.1042
C 5.74 -5.82 -1.58 -0.1426
H -3.85 1.03 -0.63 0.0877
C -9.68 8.54 5.97 -0.0752
H 6.17 -1.04 -0.74 0.0564
C 3.80 1.97 0.29 -0.1603
C -5.87 -0.58 1.36 -0.1474
C 6.76 -12.80 -0.29 -0.0822
H -7.81 2.09 0.64 0.1035
H 8.48 1.76 -6.64 0.0960
N -4.76 -0.31 0.65 0.0605
H 5.17 -8.63 -3.15 0.0994
C -12.77 1.35 0.49 -0.0804
C 4.29 -8.11 -1.25 -0.0817
```